Entry from the Open Molecules 2025 dataset: a gas-phase ion, C9H14IN2O2 (charge +1) (wB97M-V/def2-TZVPD).

Element x y z (Å)
C (0.36, 2.74, 0.39)
C (-0.65, 2.61, -0.77)
C (-1.96, 1.94, -0.34)
I (-3.56, 2.31, -1.73)
C (-1.78, 0.47, -0.10)
C (-0.65, -0.22, -0.32)
N (-0.87, -1.54, 0.04)
C (0.14, -2.59, -0.02)
O (1.30, -2.17, 0.66)
C (2.28, -1.68, -0.18)
C (3.63, -1.51, 0.47)
O (2.08, -1.36, -1.33)
C (-2.11, -1.64, 0.46)
N (-2.68, -0.46, 0.38)
H (1.39, 2.73, 0.03)
H (0.29, 1.87, 1.06)
H (0.17, 3.62, 1.01)
H (-0.19, 2.10, -1.62)
H (-0.90, 3.63, -1.08)
H (-2.24, 2.40, 0.62)
H (0.29, 0.18, -0.67)
H (-0.25, -3.43, 0.57)
H (0.32, -2.97, -1.02)
H (3.50, -0.74, 1.24)
H (3.93, -2.42, 1.00)
H (4.37, -1.15, -0.23)
H (-2.58, -2.54, 0.83)
H (-3.62, -0.20, 0.66)

Computed properties:
- electronic energy (eV) = -24730.15857
- LUMO energy (Ha) = -0.1116
- HOMO level (eV) = -12.791
- orbital gap (eV) = 9.75
- charge = +1
- energy above the lowest of the compared OMol25 structures with the same formula, charge and spin (eV) = 0.342

---

Entry from the Open Molecules 2025 dataset: 2 unconnected molecules or ions with the total composition C9H14N (wB97M-V/def2-TZVPD).

Element x y z (Å)
C (2.05, 2.15, 0.98)
C (1.74, -0.02, 0.01)
C (-2.67, 0.68, 0.13)
C (-1.08, -0.48, -1.32)
C (-1.77, 0.88, -0.95)
C (-1.15, 0.75, 0.43)
C (-0.54, -0.52, 0.10)
C (2.40, -1.06, -0.75)
C (-0.45, -1.65, 0.99)
N (1.93, 1.16, 0.24)
H (2.33, 2.02, 2.01)
H (2.17, 3.14, 0.55)
H (-3.04, 1.63, 0.50)
H (-3.24, -0.17, 0.51)
H (-1.66, -1.37, -1.59)
H (-0.52, -0.20, -2.27)
H (-1.96, 1.79, -1.52)
H (-0.70, 1.55, 1.06)
H (1.65, -1.68, -1.22)
H (3.09, -0.92, -1.51)
H (2.99, -1.83, -0.08)
H (-1.57, -1.91, 1.21)
H (-0.01, -1.51, 1.95)
H (0.02, -2.41, 0.53)

Computed properties:
- electronic energy (eV) = -11037.55262
- LUMO energy (alpha / beta) (Ha) = -0.1627 / -0.1627
- HOMO level (alpha / beta) (eV) = -12.585 / -12.586
- orbital gap (alpha / beta) (eV) = 8.16 / 8.16
- charge = +1
- energy above the lowest of the compared OMol25 structures with the same formula, charge and spin (eV) = 6.267

---

Entry from the Open Molecules 2025 dataset: a gas-phase ion, C9H14N (charge +1) (wB97M-V/def2-TZVPD).

Element x y z (Å)
C (-2.45, -1.02, 0.87)
C (-3.30, -1.05, -0.12)
C (-1.05, 1.81, 0.28)
C (-2.16, 1.21, -0.51)
C (-0.88, 0.61, -0.55)
C (3.41, 0.20, 0.23)
C (-0.24, -0.68, -0.67)
C (1.99, -0.25, 0.68)
C (1.31, -0.65, -0.62)
N (-2.79, 0.23, 0.22)
H (-2.19, -1.30, 1.82)
H (-3.65, -1.55, -1.01)
H (-0.66, 2.71, -0.03)
H (-0.82, 1.63, 1.40)
H (-2.76, 1.74, -1.23)
H (3.40, 1.23, -0.36)
H (3.90, -0.65, -0.31)
H (3.93, 0.24, 1.18)
H (-0.49, -1.28, 0.19)
H (-0.74, -1.11, -1.45)
H (1.33, 0.55, 1.12)
H (1.87, -1.09, 1.25)
H (1.51, 0.05, -1.40)
H (1.53, -1.61, -0.98)

Computed properties:
- electronic energy (eV) = -11034.94681
- LUMO energy (alpha / beta) (Ha) = -0.1795 / -0.1793
- HOMO level (alpha / beta) (eV) = -12.810 / -12.813
- orbital gap (alpha / beta) (eV) = 7.93 / 7.93
- charge = +1
- energy above the lowest of the compared OMol25 structures with the same formula, charge and spin (eV) = 8.873

---

Entry from the Open Molecules 2025 dataset: a gas-phase ion, C9H14N (charge +1) (wB97M-V/def2-TZVPD).

Element x y z (Å)
C (-1.75, 3.30, -0.28)
C (-0.99, 2.19, -0.20)
C (-1.26, 0.99, 0.68)
C (-0.65, 0.03, 0.03)
C (0.33, 0.38, -1.11)
C (0.36, 1.90, -0.86)
C (1.32, -0.70, -0.69)
N (0.43, -1.36, 0.31)
C (0.82, -1.71, 1.78)
C (-0.13, -2.56, -0.18)
H (-1.47, 4.13, -0.98)
H (-2.76, 3.28, 0.08)
H (-1.87, 0.95, 1.57)
H (-0.08, 0.23, -2.10)
H (1.20, 2.15, -0.08)
H (0.55, 2.54, -1.70)
H (1.68, -1.34, -1.57)
H (2.16, -0.39, -0.07)
H (0.07, -2.38, 2.12)
H (1.81, -2.12, 1.87)
H (0.90, -0.75, 2.38)
H (-1.13, -2.81, 0.14)
H (-0.19, -2.68, -1.29)
H (0.65, -3.27, 0.17)

Computed properties:
- electronic energy (eV) = -11039.45706
- LUMO energy (Ha) = -0.1433
- HOMO level (eV) = -12.773
- orbital gap (eV) = 8.87
- charge = +1
- energy above the lowest of the compared OMol25 structures with the same formula, charge and spin (eV) = 4.362

---

Entry from the Open Molecules 2025 dataset: C9H14N2 in the gas phase (wB97M-V/def2-TZVPD).

Element x y z (Å)
C (1.37, -0.60, -0.47)
C (3.42, -0.06, 0.77)
C (0.79, 2.54, -0.20)
C (2.76, -0.44, -0.30)
C (-0.73, -1.24, -1.29)
C (-0.21, 0.61, 0.42)
C (-1.31, -0.37, -0.08)
C (-1.56, -1.31, 1.13)
C (-2.54, 0.32, -0.46)
N (0.67, -1.32, -1.20)
N (-0.11, 1.68, -0.48)
H (4.50, 0.20, 0.68)
H (3.02, 0.04, 1.77)
H (0.64, 3.35, -0.97)
H (1.41, 2.73, 0.63)
H (3.42, -0.55, -1.13)
H (-1.06, -2.23, -1.02)
H (-1.02, -0.80, -2.26)
H (0.02, 0.62, 1.52)
H (-2.02, -2.21, 0.75)
H (-2.16, -0.89, 2.00)
H (-0.68, -1.77, 1.67)
H (-2.73, 1.12, 0.36)
H (-3.52, -0.14, -0.43)
H (-2.38, 0.71, -1.42)

Computed properties:
- electronic energy (eV) = -12535.20179
- LUMO energy (alpha / beta) (Ha) = 0.0131 / 0.0131
- HOMO level (alpha / beta) (eV) = -7.611 / -7.611
- orbital gap (alpha / beta) (eV) = 7.97 / 7.97
- energy above the lowest of the compared OMol25 structures with the same formula, charge and spin (eV) = 5.233

---

Entry from the Open Molecules 2025 dataset: C9H14N2O in the gas phase (wB97M-V/def2-TZVPD).

Element x y z (Å)
C (-0.39, 2.34, -0.60)
C (-0.53, 1.03, -0.51)
O (0.41, 0.11, -0.94)
C (1.51, -0.40, -0.10)
C (1.00, -0.38, 1.31)
C (1.61, -1.86, -0.52)
C (2.74, 0.38, -0.23)
N (-1.66, 0.33, -0.12)
C (-2.92, 0.91, 0.19)
C (-3.82, -0.14, 0.35)
N (-3.15, -1.34, 0.28)
C (-1.97, -1.03, -0.20)
H (0.41, 2.86, -1.08)
H (-1.20, 2.97, -0.48)
H (1.00, 0.66, 1.76)
H (-0.05, -0.82, 1.29)
H (1.57, -0.96, 1.93)
H (0.89, -2.48, -0.13)
H (2.49, -2.28, -0.20)
H (1.58, -1.99, -1.52)
H (3.12, 0.49, -1.27)
H (2.73, 1.40, 0.00)
H (3.68, 0.07, 0.18)
H (-3.16, 1.96, 0.31)
H (-4.82, -0.17, 0.78)
H (-1.09, -1.65, -0.47)

Computed properties:
- electronic energy (eV) = -14585.31957
- LUMO energy (Ha) = 0.0274
- HOMO level (eV) = -8.778
- orbital gap (eV) = 9.52
- energy above the lowest of the compared OMol25 structures with the same formula, charge and spin (eV) = 2.262

---

Entry from the Open Molecules 2025 dataset: C9H14N2O5 in the gas phase (wB97M-V/def2-TZVPD).

Element x y z (Å)
O (0.64, -0.88, 2.63)
C (0.66, 0.29, 2.66)
O (0.18, 1.25, 3.61)
C (1.13, 0.96, 1.31)
C (0.17, 1.92, 0.54)
N (0.44, 1.62, -0.85)
C (0.08, 0.44, -1.58)
O (0.44, 0.40, -2.72)
C (-0.69, -0.61, -0.88)
C (0.19, -1.85, -0.52)
C (-0.58, -3.05, -1.02)
C (-1.94, -2.65, -1.37)
N (-1.78, -1.11, -1.73)
C (0.59, 3.15, 1.12)
O (0.26, 3.54, 2.27)
O (1.50, 3.87, 0.32)
H (0.42, 2.12, 3.31)
H (2.12, 1.47, 1.37)
H (1.50, 0.07, 0.71)
H (-0.88, 1.94, 0.85)
H (0.30, 2.34, -1.53)
H (-1.07, -0.16, 0.01)
H (1.04, -1.73, -1.14)
H (0.36, -2.06, 0.50)
H (-0.23, -3.63, -1.99)
H (-0.50, -3.81, -0.18)
H (-2.42, -2.97, -2.24)
H (-2.56, -2.93, -0.49)
H (-1.25, -1.26, -2.61)
H (1.89, 3.32, -0.38)

Computed properties:
- electronic energy (eV) = -22775.94304
- LUMO energy (Ha) = 0.0103
- HOMO level (eV) = -9.914
- orbital gap (eV) = 10.19
- energy above the lowest of the compared OMol25 structures with the same formula, charge and spin (eV) = 3.547

---

Entry from the Open Molecules 2025 dataset: a molecular structure, C9H14N3 (wB97M-V/def2-TZVPD).

Element x y z (Å)
C (-3.06, -0.78, 0.65)
C (-2.66, 0.23, -0.21)
C (-0.88, -1.09, 0.16)
C (1.32, -0.12, 1.07)
C (2.24, 0.52, 0.27)
C (2.60, -0.49, -0.89)
C (0.96, -1.39, 0.54)
C (-3.43, 1.32, -0.77)
C (2.91, 1.89, 0.25)
N (-1.32, 0.03, -0.49)
N (-1.92, -1.53, 0.82)
N (1.81, -1.65, -0.50)
H (-4.06, -1.18, 0.88)
H (0.77, 0.22, 1.99)
H (2.56, -0.22, -1.93)
H (3.67, -0.68, -0.94)
H (0.94, -2.21, 1.33)
H (-3.24, 1.42, -1.94)
H (-4.45, 1.05, -0.50)
H (-3.26, 2.26, -0.18)
H (2.21, 2.55, 0.85)
H (3.01, 2.26, -0.75)
H (3.90, 1.81, 0.85)
H (-0.66, 0.65, -0.92)
H (-1.88, -2.41, 1.38)
H (1.93, -2.45, -1.03)

Computed properties:
- electronic energy (eV) = -14022.27016
- LUMO energy (Ha) = -0.0996
- HOMO level (eV) = -12.347
- orbital gap (eV) = 9.64
- charge = +1
- energy above the lowest of the compared OMol25 structures with the same formula, charge and spin (eV) = 1.712

---

Entry from the Open Molecules 2025 dataset: a gas-phase ion, C9H14N3 (charge +1) (wB97M-V/def2-TZVPD).

Element x y z (Å)
N (3.26, 0.00, 1.31)
C (3.37, -0.87, 0.10)
C (2.36, -0.47, -1.01)
N (0.96, -0.43, -0.56)
C (0.12, 0.61, -0.38)
N (0.44, 1.86, -0.66)
C (-1.28, 0.21, -0.09)
C (-1.77, -0.90, 0.60)
C (-3.06, -1.05, 0.83)
C (-4.07, -0.25, 0.32)
C (-3.71, 0.86, -0.39)
C (-2.28, 1.11, -0.55)
H (2.99, -0.56, 2.08)
H (4.20, 0.45, 1.40)
H (3.12, -1.91, 0.37)
H (4.40, -0.89, -0.40)
H (2.43, 0.49, -1.35)
H (2.46, -1.12, -1.81)
H (0.58, -1.37, -0.27)
H (-0.11, 2.65, -0.40)
H (1.45, 1.99, -0.44)
H (-1.05, -1.49, 1.22)
H (-3.43, -1.96, 1.39)
H (-5.06, -0.55, 0.45)
H (-4.40, 1.56, -0.78)
H (-1.94, 2.02, -0.99)

Computed properties:
- electronic energy (eV) = -14023.66225
- LUMO energy (Ha) = -0.1357
- HOMO level (eV) = -13.133
- orbital gap (eV) = 9.44
- charge = +1
- energy above the lowest of the compared OMol25 structures with the same formula, charge and spin (eV) = 0.319